(1)
# C12H21N3O2S

An isolated molecule of C12H21N3O2S (the ωB97M-V functional and the def2-TZVPD basis, the Open Molecules 2025 dataset).

Each line ends with the natural charge from an NBO analysis.
Positions of all 39 atoms, in Å:
1 C 1.773 -2.795 -1.863  -0.3956
2 C 0.502 -2.664 -2.189  -0.1805
3 C -0.627 -2.394 -1.235  -0.2702
4 N -0.200 -2.166 0.116  -0.3960
5 C 0.397 -1.050 0.645  0.3902
6 C 0.634 0.184 -0.141  -0.4738
7 C 1.514 1.176 0.613  -0.4027
8 C 1.564 2.543 -0.074  0.0910
9 O 2.686 3.220 0.447  -0.7109
10 C 0.286 3.368 0.155  -0.0794
11 O -0.761 2.839 -0.625  -0.5516
12 C -2.044 3.339 -0.311  -0.0559
13 C -2.278 4.794 -0.727  -0.4271
14 C -2.094 4.982 -2.228  -0.6097
15 N 0.681 -1.225 1.896  -0.2861
16 N 0.269 -2.484 2.193  -0.3871
17 C -0.281 -3.104 1.120  0.2170
18 S -0.921 -4.610 1.029  -0.2662
19 H 2.525 -3.006 -2.602  0.2078
20 H 2.121 -2.709 -0.847  0.1962
21 H 0.179 -2.768 -3.216  0.2072
22 H -1.209 -1.533 -1.581  0.2165
23 H -1.286 -3.272 -1.208  0.2668
24 H -0.328 0.654 -0.363  0.2535
25 H 1.095 -0.083 -1.096  0.2335
26 H 1.147 1.293 1.632  0.2212
27 H 2.535 0.799 0.676  0.2267
28 H 1.677 2.398 -1.161  0.1571
29 H 2.767 4.083 0.026  0.4686
30 H 0.488 4.415 -0.126  0.1587
31 H 0.020 3.349 1.222  0.1716
32 H -2.231 3.229 0.768  0.1675
33 H -2.734 2.689 -0.856  0.1850
34 H -3.293 5.068 -0.435  0.2092
35 H -1.590 5.446 -0.184  0.1978
36 H -1.107 4.641 -2.530  0.2098
37 H -2.835 4.405 -2.775  0.2029
38 H -2.201 6.030 -2.499  0.2102
39 H 0.382 -2.866 3.116  0.4269

The total energy comes out at -1182.7608 Eh. The relative energy (zero: lowest compared OMol25 entry of this formula, charge and spin) comes out at 27.7 kcal/mol. As for the frontier orbital gap: 8.465 eV. Its SMILES is C=CCn1c(CC[C@H](O)COCCC)n[nH]c1=S.

=====

(2)
# C6H12O

A structure of composition C6H12O at a distorted geometry (the ωB97M-V functional and the def2-TZVPD basis, the Open Molecules 2025 dataset).

Each line ends with the natural charge from an NBO analysis.
Positions of all 19 atoms, in Å:
1 C 0.001 2.376 1.158  -0.5962
2 C 0.948 1.261 0.707  -0.4567
3 C 0.390 -0.130 0.592  -0.1167
4 C 0.550 -0.942 -0.559  -0.3957
5 C -0.823 -1.528 -0.952  0.1438
6 O -0.472 -2.867 -0.965  -0.5050
7 C 0.773 -2.495 -0.383  -0.0380
8 H -0.763 2.582 0.401  0.2062
9 H -0.512 2.112 2.089  0.2038
10 H 0.560 3.302 1.334  0.2094
11 H 1.775 1.217 1.437  0.2110
12 H 1.405 1.544 -0.250  0.2021
13 H -1.345 0.873 -0.837  -0.0236
14 H -0.024 -0.586 1.489  0.1835
15 H 1.114 -0.498 -1.384  0.2279
16 H -1.480 0.486 -1.473  0.0130
17 H -1.747 -1.304 -0.399  0.1638
18 H 0.777 -2.760 0.675  0.1805
19 H 1.634 -2.915 -0.908  0.1869

The total energy comes out at -310.8442 Eh. The relative energy (zero: lowest compared OMol25 entry of this formula, charge and spin) comes out at 134.9 kcal/mol. As for the frontier orbital gap (spin up / spin down): 7.938 / 8.177 eV.

=====

(3)
# C2H3BrF2O2

An isolated molecule of C2H3BrF2O2 at a distorted geometry (the ωB97M-V functional and the def2-TZVPD basis, the Open Molecules 2025 dataset).

Each line ends with the natural charge from an NBO analysis.
Positions of all 10 atoms, in Å:
1 O -0.105 -0.781 -1.780  -0.6767
2 C -0.319 -0.093 -0.546  0.3616
3 F -1.294 0.897 -0.735  -0.3344
4 C 1.032 0.544 -0.358  0.5009
5 O 0.730 1.474 1.074  -0.7797
6 F 1.303 1.485 -1.344  -0.3403
7 Br 2.615 -0.514 0.009  0.1121
8 H 0.134 -0.053 -2.336  0.4727
9 H -0.659 -0.848 0.192  0.2040
10 H 1.109 2.437 0.924  0.4798

The total energy comes out at -3002.1681 Eh. The relative energy (zero: lowest compared OMol25 entry of this formula, charge and spin) comes out at 41.9 kcal/mol. As for the frontier orbital gap: 11.234 eV. Its SMILES is O[C@H](F)[C@](O)(F)Br.